Record 1
A structure of composition C21H35N3O2PdSi4Te at a distorted geometry, computed with wB97M-V/def2-TZVPD.

Structure (XYZ):
```
67
Properties=species:S:1:pos:R:3:forces:R:3:mulliken_charge:R:1
Pd 1.8292 -1.2268 -2.2173 1.06 -0.63 -1.05 0.88
O 5.1315 -2.8489 -3.9831 -0.56 0.44 0.90 -0.65
C 4.2715 -2.3581 -3.2656 0.33 -0.52 -1.53 -0.15
N 2.9967 -2.0110 -3.6303 -0.25 0.15 0.26 -0.28
C 2.4528 -2.1543 -4.8806 1.40 -0.64 -0.56 -0.14
O 3.0048 -2.6103 -5.8715 -0.77 0.45 0.69 -0.65
C 1.0483 -1.6707 -4.9030 -1.81 0.66 0.10 0.44
C 0.2969 -1.7224 -6.0809 0.94 -0.21 0.44 -0.55
C -0.9991 -1.2751 -6.0967 -0.69 0.49 0.92 -0.26
C -1.5476 -0.7667 -4.9075 0.48 -0.45 -1.07 -0.78
C -0.7626 -0.7383 -3.7782 -0.26 0.25 0.57 0.38
N 0.4997 -1.1711 -3.7486 0.44 -0.48 -1.22 -0.13
C 4.5083 -2.0585 -1.8300 0.19 0.43 1.87 0.49
C 5.7465 -2.3335 -1.2419 -0.56 -0.04 -0.89 -0.59
C 5.9611 -2.0556 0.0834 -0.78 0.49 0.84 -0.22
C 4.9122 -1.4915 0.8287 0.94 -0.50 -0.64 -0.86
C 3.7144 -1.2411 0.1993 -0.52 0.28 0.36 0.15
N 3.4923 -1.5071 -1.0902 1.07 -0.55 -0.67 -0.09
H 0.7791 -2.1238 -6.9574 0.09 -0.05 -0.08 0.50
H -1.5906 -1.3085 -6.9964 -0.05 -0.03 -0.16 0.44
H -2.5619 -0.4039 -4.8725 -0.07 0.04 0.07 0.44
H -1.1691 -0.3463 -2.8476 0.30 -0.13 -0.07 -0.05
H 6.5074 -2.7662 -1.8712 0.06 -0.05 -0.11 0.49
H 6.9096 -2.2618 0.5508 0.15 -0.05 0.03 0.44
H 5.0367 -1.2572 1.8733 -0.07 0.04 0.08 0.44
H 2.8893 -0.8038 0.7590 0.04 -0.10 -0.32 0.22
C -3.8827 -0.4648 -0.4566 0.30 0.50 0.29 -0.94
Si -3.2137 1.1542 0.3126 -0.34 0.04 -0.31 0.53
C -3.0074 2.4542 -1.0764 0.02 -0.43 0.49 -1.04
C -4.4350 1.8077 1.6309 0.38 -0.21 -0.41 -1.12
Si -1.1346 0.7674 1.3944 0.46 -0.31 -0.58 -0.39
Te 0.3644 -0.2596 -0.4801 -1.77 1.12 1.97 -0.02
Si -0.0341 2.7640 2.0609 0.35 0.34 0.03 0.49
C 1.6554 2.3278 2.8490 -0.59 0.05 -0.26 -0.93
C -1.1486 3.6341 3.3488 0.34 -0.29 -0.42 -1.06
C 0.2631 3.8968 0.5491 -0.16 -0.47 0.46 -1.02
Si -1.2497 -0.8969 3.0851 0.09 -0.41 0.23 0.48
C -2.2628 -0.1726 4.5365 0.33 -0.21 -0.47 -1.05
C 0.5174 -1.3468 3.6675 -0.55 0.23 -0.25 -0.92
C -2.0967 -2.4720 2.4067 0.27 0.61 0.14 -1.04
H -4.8164 -0.3254 -0.9945 -0.18 0.21 -0.05 0.41
H -4.0566 -1.2174 0.3055 -0.01 -0.13 0.17 0.27
H -3.1585 -0.8755 -1.1547 0.20 -0.05 -0.08 0.16
H -3.9231 2.6227 -1.6367 -0.26 -0.08 0.00 0.40
H -2.2444 2.1349 -1.7810 0.19 -0.09 -0.07 0.26
H -2.6959 3.4118 -0.6715 0.07 0.17 0.11 0.27
H -5.4128 2.0248 1.2120 -0.17 0.02 -0.18 0.39
H -4.0662 2.7205 2.0869 0.12 0.21 0.07 0.26
H -4.5760 1.0856 2.4281 -0.01 -0.21 0.15 0.27
H 1.5270 1.7286 3.7451 -0.08 -0.11 0.17 0.27
H 2.2332 3.2052 3.1259 -0.02 0.26 -0.01 0.40
H 2.2526 1.7492 2.1493 0.05 -0.12 -0.17 0.16
H -1.3355 2.9899 4.2018 -0.01 -0.17 0.17 0.26
H -2.1132 3.8898 2.9227 -0.19 0.05 -0.15 0.27
H -0.7046 4.5512 3.7232 0.18 0.18 0.02 0.40
H 0.8337 3.3607 -0.2047 0.07 -0.16 -0.10 0.27
H 0.8098 4.8027 0.7960 0.10 0.11 0.22 0.39
H -0.6750 4.1969 0.0933 -0.20 0.03 -0.06 0.28
H -1.7940 0.7216 4.9342 0.15 0.18 0.06 0.27
H -2.3682 -0.8771 5.3557 0.03 -0.22 0.12 0.41
H -3.2612 0.1050 4.2147 -0.21 0.04 -0.11 0.26
H 1.0243 -0.4839 4.0875 0.06 0.20 0.07 0.28
H 1.1069 -1.6918 2.8222 0.04 -0.04 -0.21 0.15
H 0.5315 -2.1308 4.4195 -0.18 -0.15 0.13 0.41
H -3.1249 -2.2717 2.1218 -0.19 0.08 -0.04 0.26
H -2.1122 -3.2876 3.1242 0.08 -0.05 0.25 0.38
H -1.5724 -2.8208 1.5211 0.12 0.00 -0.17 0.29
```
Forces are in eV/Å.

Its spin multiplicity is 1. The calculation puts the HOMO-LUMO gap at 6.080 eV.

Record 2
A structure of composition C21H35NOP2PtSe at a distorted geometry, computed with wB97M-V/def2-TZVPD.

Structure (XYZ):
```
62
Properties=species:S:1:pos:R:3:forces:R:3:mulliken_spin:R:1
Pt 0.5490 -0.3808 0.0168 -0.28 1.62 0.06 0.95
P 0.7077 -1.5224 -2.0278 -0.13 0.47 -0.10 0.18
P 0.3105 0.8481 2.1982 -0.13 0.74 0.36 0.23
N 0.5317 -1.9990 1.0231 0.07 -0.56 0.09 1.20
H 1.0918 1.9138 -2.5567 -0.11 -0.13 0.26 0.00
C 2.3668 -1.6252 -2.7608 0.01 -0.18 -0.25 0.00
H 2.2957 -2.1714 -3.7106 0.24 0.07 0.11 0.00
H 3.0386 -2.1559 -2.0743 -0.12 0.17 -0.18 0.00
H 2.7541 -0.6137 -2.9430 -0.10 -0.28 0.09 0.00
C -0.2995 -0.8498 -3.3852 0.07 -0.27 -0.33 0.02
H -0.0646 -1.4006 -4.3053 -0.18 0.14 0.02 0.00
H -0.0755 0.2154 -3.5307 -0.04 -0.33 0.05 0.00
H -1.3621 -0.9732 -3.1424 0.24 0.06 -0.06 0.00
C 0.1678 -3.2585 -1.9014 0.07 0.04 -0.24 0.00
H 0.1167 -3.6925 -2.9086 -0.01 -0.07 0.24 0.00
H -0.8186 -3.3008 -1.4243 0.21 0.03 -0.10 0.00
H 0.8855 -3.8183 -1.2901 -0.18 0.08 -0.11 0.00
C 1.8158 1.5534 2.9652 0.25 0.01 0.14 0.03
H 1.5836 2.0262 3.9299 0.01 -0.11 -0.18 0.00
H 2.2565 2.3087 2.3041 -0.15 -0.20 0.03 -0.01
H 2.5600 0.7678 3.1350 -0.09 0.10 -0.06 0.00
C -0.7751 2.3175 2.2397 -0.13 0.15 0.06 0.02
H -0.7087 2.8001 3.2247 -0.01 -0.09 -0.15 0.00
H -1.8164 2.0368 2.0465 0.35 0.03 0.07 0.00
H -0.4565 3.0236 1.4655 -0.02 -0.19 0.10 0.00
C -0.3555 -0.1689 3.5647 0.06 0.01 0.09 0.01
H -0.5192 0.4527 4.4553 0.02 -0.16 -0.15 0.00
H 0.3614 -0.9613 3.8041 -0.11 0.08 0.00 0.00
H -1.3007 -0.6305 3.2606 0.16 0.11 0.03 0.00
C 0.5707 -3.1444 1.6234 0.06 -1.85 1.03 -0.09
C 1.8235 -5.0520 2.5563 -0.45 0.11 -0.06 -0.12
C 1.8155 -3.8106 1.9465 -0.38 0.23 -0.11 0.27
C -0.6497 -3.8342 1.9764 0.25 0.15 -0.11 0.24
C -0.6236 -5.0766 2.5877 0.39 0.28 -0.13 -0.11
C 0.6076 -5.6888 2.8806 0.08 -0.30 0.16 0.26
H 2.7658 -5.5452 2.7893 -0.19 0.14 -0.06 0.00
H 2.7232 -3.2814 1.6731 0.02 -0.17 0.10 0.00
H -1.5743 -3.3219 1.7221 0.02 -0.18 0.10 0.01
H -1.5554 -5.5771 2.8393 0.17 0.09 -0.04 0.00
H 0.6236 -6.6783 3.3706 0.00 0.67 -0.34 0.01
C 1.3550 2.4063 -1.5996 -1.02 -0.49 0.60 0.00
O 0.8971 1.6698 -0.4600 1.01 -0.49 -0.59 0.27
C 2.8774 2.6165 -1.6026 0.18 0.25 -0.09 0.01
H 3.1454 3.6703 -1.7421 -0.14 -0.05 0.05 0.00
H 3.3868 2.0804 -2.4126 -0.16 -0.12 0.18 0.00
H 3.3060 2.2966 -0.6510 -0.10 -0.04 -0.02 0.00
C 0.5367 3.6822 -1.4578 0.09 0.54 0.07 0.01
H 1.0333 4.2990 -0.7061 -0.04 0.21 -0.01 0.00
H -0.4543 3.4409 -1.0636 0.19 -0.06 -0.20 -0.01
H 0.3982 4.2696 -2.3667 0.22 0.03 -0.14 0.00
Se -2.2021 -0.2482 0.3196 -0.03 -0.41 -0.26 0.56
C -2.7210 1.3691 -0.5361 -0.25 0.70 -0.16 -0.01
C -3.5932 2.2529 0.1317 0.23 -0.32 -0.04 0.01
C -4.0340 3.4180 -0.4904 0.07 0.09 -0.38 -0.01
C -3.6171 3.7128 -1.8018 -0.10 -0.16 0.36 0.03
C -2.7526 2.8382 -2.4702 -0.33 0.27 0.43 -0.02
C -2.2979 1.6929 -1.8331 -0.21 -0.24 0.36 0.00
H -3.9150 2.0009 1.1490 0.07 0.18 -0.42 0.00
H -4.7077 4.0965 0.0500 0.32 -0.30 -0.32 0.00
H -3.9703 4.6220 -2.2911 0.12 -0.27 0.13 0.00
H -2.4315 3.0615 -3.4811 0.02 0.00 0.05 0.00
H -1.6069 1.0209 -2.3217 -0.07 0.14 -0.02 0.01
```
Forces are in eV/Å.

Its spin multiplicity is 5. The calculation puts the HOMO-LUMO gap (spin up / spin down) at 5.643 / 6.168 eV. As for the expectation value of S²: 6.085.

Record 3
A structure of composition C21H36CdCl6F2O22S at a distorted geometry, computed with wB97M-V/def2-TZVPD.

Structure (XYZ):
```
89
Properties=species:S:1:pos:R:3:forces:R:3:mulliken_charge:R:1
Cd 0.7688 -0.3392 0.0688 2.40 -2.96 -0.59 6.67
S -0.8056 1.6825 0.5405 -1.41 -3.85 -4.09 2.07
O -1.0134 0.2390 0.8462 -3.18 -0.17 1.11 -1.12
O -0.9536 2.4562 1.7514 3.46 -18.13 -7.13 -1.44
O 0.5844 1.6685 0.0433 1.13 3.09 -0.24 -1.84
O -1.7155 2.1260 -0.5329 2.12 -1.36 1.84 -0.99
C -1.3039 -4.0003 1.8166 0.36 0.38 0.63 -0.08
O -0.7247 -4.3758 0.5587 -0.62 -0.88 0.56 -0.45
C 0.0744 -3.5308 -0.0217 0.43 -0.62 -0.79 -0.03
O 0.3289 -2.4105 0.3533 -0.39 -1.15 0.41 -0.97
O 0.6516 -4.0506 -1.0991 0.51 0.67 0.22 -0.25
C 0.4436 -5.4247 -1.4656 0.28 0.50 -0.68 -0.83
H -2.0857 -3.2663 1.6640 0.02 0.04 0.04 -0.18
H -0.5159 -3.6134 2.4629 -0.09 0.38 -0.13 0.02
H -1.6840 -4.8690 2.3471 -0.14 -0.30 -0.63 0.36
H 1.1944 -5.6216 -2.2304 -0.01 0.13 0.01 0.23
H -0.5301 -5.4523 -1.9506 -0.15 -0.68 0.45 0.31
H 0.6569 -6.0953 -0.6381 -0.60 -0.03 0.08 0.33
C 4.5750 -2.8124 -0.4908 -0.87 -0.67 0.43 -0.45
O 4.8929 -1.4792 -0.8362 0.72 0.28 0.02 -0.41
C 4.0211 -0.5291 -0.5563 -1.05 0.44 -0.26 0.73
O 2.8452 -0.7156 -0.2674 1.76 -0.67 -0.05 -0.66
O 4.5636 0.6396 -0.7005 1.12 -0.30 0.02 -0.45
C 3.8904 1.8599 -0.3776 -0.34 0.08 -0.26 -0.47
H 4.5437 -2.9395 0.5944 -0.04 0.21 -0.03 0.17
H 5.3401 -3.4951 -0.8479 0.14 0.40 -0.35 0.32
H 3.5994 -3.0868 -0.8973 0.07 -0.04 -0.02 0.11
H 3.0814 2.0580 -1.0814 0.15 -0.98 0.47 0.06
H 4.6149 2.6436 -0.5811 0.05 -0.31 0.38 0.42
H 3.5315 1.8820 0.6473 0.05 -0.20 0.13 0.24
C 2.6977 -2.6449 3.2186 -0.38 -1.44 -0.99 -0.09
O 2.3812 -1.4827 3.9520 0.16 -1.00 0.16 -0.44
C 1.7955 -0.5102 3.2922 0.79 2.18 1.38 0.45
O 1.4966 -0.4717 2.1252 0.23 -0.42 1.21 -0.56
O 1.7511 0.5197 4.1629 -0.08 -1.04 -0.85 -0.46
C 1.3045 1.8008 3.7104 -0.35 0.08 0.24 -0.05
H 3.2680 -2.4432 2.3134 0.05 0.36 0.10 -0.02
H 1.8121 -3.2037 2.8977 -0.27 0.48 -0.04 -0.12
H 3.2267 -3.3959 3.8013 0.28 0.70 0.58 0.37
H 0.2290 1.8667 3.8622 0.18 -0.07 0.08 0.09
H 1.5164 1.9877 2.6601 0.22 -0.08 0.03 -0.10
H 1.7957 2.5093 4.3737 -0.02 0.07 -0.24 0.39
C 1.2730 -2.1376 -4.9935 -0.17 0.22 -0.41 -0.80
O 1.2429 -1.7619 -3.6205 0.63 -0.36 1.21 -0.19
C 0.4189 -0.8601 -3.1396 0.29 0.27 -1.94 -0.20
O 0.4075 -0.4955 -1.9951 -0.13 -0.54 -0.59 -0.58
O -0.3481 -0.3118 -4.0641 0.14 -0.34 0.50 -0.46
C -1.3688 0.5071 -3.4973 -1.30 0.51 -0.16 -0.35
H 1.9497 -2.9832 -5.0826 -0.11 -0.06 0.28 0.21
H 1.6946 -1.3264 -5.5871 -0.29 0.05 -0.05 0.31
H 0.2686 -2.4101 -5.3112 0.10 0.06 -0.23 0.33
H -1.7948 1.0198 -4.3537 -0.09 0.16 0.19 0.34
H -1.0674 1.1952 -2.7089 0.52 -0.03 -0.44 -0.09
H -2.1338 -0.1166 -3.0261 0.02 -0.16 -0.25 0.28
C 0.5467 4.3262 -0.4616 -1.12 0.23 -0.64 1.36
C 0.1950 3.7741 -1.8319 -0.34 0.49 -0.42 2.15
O 1.4338 3.4066 -2.3964 -0.70 -0.31 0.19 -0.38
C 2.4175 3.9556 -1.6666 0.48 0.63 -0.22 0.41
O 3.5713 3.8457 -1.9516 -0.35 1.09 -0.40 -0.59
O 1.9406 4.5936 -0.5825 0.06 -0.18 0.27 -0.40
F -0.3228 4.7778 -2.6338 0.20 0.07 0.10 -0.42
H 0.3012 3.5897 0.3010 0.97 0.99 -0.18 -1.00
H -0.0748 5.2078 -0.3087 0.56 0.37 0.15 0.47
H -0.5603 2.9931 -1.8112 0.64 -0.06 -0.30 -1.48
C -4.3004 -0.3382 -0.5373 -0.95 -1.56 0.10 -0.13
C -3.6239 -1.3695 0.3816 1.17 2.53 0.18 1.35
O -3.0656 -2.2812 -0.5358 -0.77 -0.43 0.56 -0.23
C -3.8179 -2.2469 -1.6834 -0.36 -0.28 0.32 0.62
O -3.7281 -3.0436 -2.5546 0.23 -0.06 -0.27 -0.55
O -4.6807 -1.2344 -1.6142 0.52 0.59 -0.96 -0.42
F -4.5184 -1.8262 1.3016 -0.15 -1.11 -0.46 -0.38
H -3.6389 0.4704 -0.8459 0.00 -0.16 -0.20 -0.08
H -5.2870 -0.0186 -0.2098 0.42 0.48 0.60 0.40
H -2.7825 -0.9582 0.9316 -0.01 -0.04 0.06 -0.78
C -1.2703 3.7434 2.7692 -2.92 10.07 7.73 2.92
Cl -2.9894 4.2019 2.8345 -0.77 0.15 0.64 -0.27
Cl -0.1634 5.0810 3.0669 1.00 1.37 1.36 -0.27
H -1.0706 2.8981 3.4154 -0.44 1.35 1.19 -0.52
H -1.0815 3.4240 1.7515 -1.32 9.32 -0.33 -1.70
C -3.4181 3.5291 -1.0742 -1.40 0.84 0.08 1.34
Cl -4.9632 4.3560 -0.7717 -0.13 0.13 0.08 -0.21
Cl -3.1630 3.3969 -2.8192 0.07 -0.20 -0.09 -0.17
H -2.6212 4.1164 -0.6313 -0.27 0.10 -0.15 -0.18
H -3.4486 2.5498 -0.6145 -0.64 0.63 -0.37 -0.55
C -2.4873 0.3147 3.5978 0.34 -0.45 0.31 1.45
Cl -2.4014 -1.4553 3.8939 -0.09 0.14 -0.38 -0.20
Cl -2.9209 1.0771 5.1309 0.12 0.30 -0.41 -0.15
H -1.5007 0.5887 3.2416 -0.01 0.19 0.33 -1.15
H -3.1917 0.5556 2.8091 -0.32 -0.16 0.24 0.06
```
Forces are in eV/Å.

Its spin multiplicity is 1. The calculation puts the HOMO-LUMO gap at 5.948 eV.